# 1
DFT (ωB97M-V/def2-TZVPD) results for an isolated ion of composition HO3P2S2 and charge -1.

Last column: Mulliken spin population.
Geometry (Å):
O1 -1.6727 -0.3509 -1.6455  0.282
O2 0.6443 0.6754 -1.6502  0.109
O3 0.0806 -1.6740 -0.1528  0.029
P1 -0.5207 -0.5134 0.9379  0.286
P2 1.2266 0.4561 1.6329  0.548
S1 0.4502 1.8538 2.7922  0.450
S2 -0.7073 0.7346 -1.0911  0.296
H1 0.4990 -1.1814 -0.8234  0.001

Values from the calculation:
<S²>: 2.02
ΔE to the lowest compared entry with this formula, charge and spin: 0.0000 eV
Electronic energy: -1705.43493 hartree
Total charge: -1
Multiplicity: 3
HOMO (spin up / spin down): -0.110 / -0.150 Eh
F_max: 3.7 eV Å⁻¹

---

# 2
DFT (ωB97M-V/def2-TZVPD) results for a 7-piece molecular cluster, C26H34N3O20S overall.

Last column: Mulliken charge in e.
Geometry (Å):
C1 1.3058 -2.4426 3.7350  -1.369
C2 -0.0482 -2.0075 3.3112  0.755
N1 -1.1485 -2.8306 3.1814  -0.051
C3 -2.1987 -2.1027 2.7508  0.458
C4 -3.5186 -2.7352 2.5051  -1.085
C5 -4.5834 -1.9929 3.3140  0.308
C6 -4.9064 -2.6024 4.6194  -0.788
O1 -4.1252 -1.3472 4.4307  -0.433
N2 -1.8004 -0.8482 2.5885  0.076
S1 -2.7463 0.4962 2.0394  0.047
C7 -0.4526 -0.7817 2.9467  0.154
O2 0.3494 0.3299 2.8836  -0.363
C8 -0.0974 1.3508 3.5737  0.474
N3 -0.4808 2.3834 3.8584  -0.406
H1 1.3416 -3.4919 3.9996  0.368
H2 1.9595 -2.3270 2.8751  0.238
H3 1.6977 -1.8251 4.5322  0.399
H4 -1.1870 -3.8162 3.3736  0.271
H5 -3.5426 -3.7670 2.8189  0.469
H6 -3.7960 -2.5951 1.4599  0.262
H7 -5.3940 -1.5538 2.7702  0.568
H8 -5.8100 -2.3153 5.1237  0.316
H9 -4.1385 -3.1758 5.1109  0.277
H10 -3.8393 -0.1687 1.6153  0.040
C9 -6.5270 1.6815 -1.3383  -0.337
C10 -5.0212 1.7278 -1.3306  -0.035
O3 -4.7035 0.7866 -0.2871  -0.290
C11 -5.7380 -0.0634 -0.1698  0.637
O4 -5.6807 -1.0544 0.5071  -0.554
O5 -6.7951 0.3364 -0.8730  -0.375
H11 -6.9505 1.8462 -2.3247  0.362
H12 -6.9680 2.3858 -0.6374  0.207
H13 -4.5754 1.3915 -2.2634  0.098
H14 -4.6351 2.7155 -1.0936  0.259
C12 -3.5552 6.1137 1.3604  -0.331
C13 -3.2100 4.9254 2.2330  -0.194
O6 -4.4446 4.1969 2.2532  -0.306
C14 -5.1527 4.5363 1.1514  0.694
O7 -6.1435 3.9826 0.7948  -0.561
O8 -4.5820 5.5800 0.5121  -0.334
H15 -2.7156 6.4692 0.7695  0.294
H16 -3.9688 6.9469 1.9293  0.266
H17 -2.4352 4.2935 1.7941  0.153
H18 -2.9109 5.2029 3.2395  0.320
C15 -1.1640 4.1428 -3.7049  0.156
C16 -0.8292 2.9709 -2.8179  -0.301
O9 -2.0665 2.2365 -2.7844  -0.318
C17 -2.7657 2.5670 -3.9055  0.725
O10 -3.7565 2.0165 -4.2682  -0.564
O11 -2.1890 3.5970 -4.5485  -0.351
H19 -0.3115 4.4790 -4.2896  -0.163
H20 -1.5799 4.9862 -3.1487  0.277
H21 -0.0539 2.3339 -3.2458  0.240
H22 -0.5340 3.2662 -1.8143  0.336
C18 4.8505 -3.2934 1.7520  -0.318
C19 5.9521 -4.3125 1.5604  -0.288
O12 6.3819 -4.5572 2.9037  -0.317
C20 5.3633 -4.2473 3.7388  0.536
O13 5.3338 -4.4908 4.8966  -0.517
O14 4.3639 -3.6131 3.0625  -0.227
H23 4.0580 -3.3814 1.0127  0.335
H24 5.2237 -2.2677 1.7548  0.282
H25 5.5881 -5.2466 1.1299  0.243
H26 6.7739 -3.9398 0.9541  0.238
C21 0.5083 3.7281 -7.9446  -0.294
C22 1.6290 4.6838 -8.2959  -0.329
O15 1.8699 5.3417 -7.0438  -0.318
C23 1.4440 4.5319 -6.0581  0.702
O16 1.6453 4.7104 -4.8958  -0.589
O17 0.7474 3.4851 -6.5505  -0.289
H27 0.5430 2.8001 -8.5078  0.295
H28 -0.4792 4.1773 -8.0575  0.265
H29 2.5404 4.1688 -8.6020  0.267
H30 1.3536 5.4037 -9.0610  0.301
C24 9.9527 -5.3791 0.5661  -0.230
C25 9.4657 -6.8075 0.6862  -0.306
O18 8.3288 -6.8156 -0.1859  -0.336
C26 8.4863 -5.8199 -1.0934  0.685
O19 7.7984 -5.6650 -2.0471  -0.523
O20 9.5264 -5.0199 -0.7538  -0.338
H31 11.0309 -5.2844 0.6598  0.310
H32 9.4725 -4.7125 1.2855  0.181
H33 10.1948 -7.5312 0.3195  0.292
H34 9.1757 -7.0761 1.6984  0.290

Values from the calculation:
Electronic energy: -3078.12547 hartree
Total charge: +1
HOMO: -0.464 Eh
F_max: 2.6 eV Å⁻¹

---

# 3
DFT (ωB97M-V/def2-TZVPD) results for one molecule with the formula C5H6OS2.

Last column: natural (NBO) charge in e.
Geometry (Å):
C1 1.1590 -2.1722 -0.6342  -0.999
S1 -0.1825 -1.7362 0.3573  1.662
O1 -0.1530 -2.1048 1.7609  -0.917
C2 -0.2808 -0.0291 0.1650  -0.570
C3 0.4916 0.9733 0.7166  -0.185
C4 0.0497 2.2339 0.3090  -0.238
C5 -0.9775 2.1961 -0.5740  -0.406
S2 -1.4263 0.5629 -0.9001  0.514
H1 1.7329 -3.0809 -0.5029  0.243
H2 0.8233 -1.9245 -1.6812  0.213
H3 -1.6004 -1.9658 -0.0936  -0.030
H4 1.2024 0.7161 1.4087  0.238
H5 0.3522 3.2311 0.6731  0.233
H6 -1.1906 3.1004 -1.0045  0.241

Values from the calculation:
SMILES: C=[S@@H](=O)c1cccs1
ΔE to the lowest compared entry with this formula, charge and spin: 4.5040 eV
Electronic energy: -1065.56321 hartree
Total charge: 0
HOMO: -0.301 Eh
F_max: 2.7 eV Å⁻¹

---

# 4
DFT (ωB97M-V/def2-TZVPD) results for C19H23B3F5IO20 as an isolated structure.

Last column: Mulliken charge in e.
Geometry (Å):
C1 2.0766 0.2848 -2.9084  -1.218
C2 0.7792 -0.1043 -2.1945  0.275
O1 0.1657 -1.2464 -2.8277  -0.559
B1 -1.1867 -1.0580 -2.9666  0.531
O2 -1.6935 -0.8993 -4.2617  -0.491
B2 -3.0620 -1.0894 -4.3734  0.757
O3 -3.7792 -1.5568 -3.2532  -0.699
B3 -3.2616 -0.7292 -2.1936  0.819
C3 -4.1904 0.4292 -1.6195  -0.211
C4 -3.4337 1.7601 -1.8776  -0.052
O4 -2.3481 1.9060 -1.5167  -0.456
I1 -4.3800 3.3599 -2.9641  0.010
O5 -1.9630 -0.9932 -1.8064  -0.476
H1 1.8396 0.6149 -3.9310  0.411
H2 2.8112 -0.5246 -2.9383  0.236
H3 2.5407 1.1295 -2.3827  0.300
H4 1.0390 -0.3948 -1.1639  0.079
H5 0.1317 0.7872 -2.1681  0.125
H6 -3.6835 -0.8350 -5.3504  -0.129
H7 -5.0803 0.4757 -2.2616  0.295
H8 -4.4663 0.3132 -0.5656  0.392
C5 -6.1137 4.6794 1.8187  -0.438
C6 -6.7200 5.3286 0.6051  0.307
O6 -6.4676 4.3821 -0.4203  -0.233
C7 -6.4311 3.1628 0.1962  0.640
O7 -6.5046 2.1221 -0.3679  -0.489
O8 -6.3079 3.2924 1.5416  -0.314
F1 -6.0883 6.4861 0.2964  -0.284
H9 -5.0463 4.8878 1.9108  0.280
H10 -6.6104 4.9674 2.7427  0.266
H11 -7.7946 5.5079 0.6789  0.283
C8 4.7095 -0.2623 1.4792  -0.488
C9 4.0277 -1.1554 0.4855  0.343
O9 3.9583 -0.3395 -0.6703  -0.194
C10 5.0286 0.5123 -0.5982  0.544
O10 5.4349 1.1508 -1.5127  -0.535
O11 5.5652 0.5261 0.6455  -0.348
F2 2.7619 -1.4657 0.8796  -0.286
H12 4.0113 0.3939 2.0025  0.251
H13 5.2812 -0.8132 2.2074  0.479
H14 4.5709 -2.0742 0.2547  0.278
C11 7.9450 4.2421 1.3257  -0.394
C12 7.0805 5.4059 1.7338  0.297
O12 5.8165 4.8003 1.9301  -0.301
C13 6.0660 3.5118 2.3055  0.676
O13 5.2617 2.7976 2.8044  -0.516
O14 7.3491 3.1603 2.0437  -0.298
F3 6.9794 6.3221 0.7403  -0.289
H15 7.8907 4.0414 0.2542  0.287
H16 8.9875 4.3725 1.6084  0.258
H17 7.3948 5.9019 2.6546  0.278
C14 -4.7539 -3.7334 -1.5111  0.374
C15 -4.1586 -4.7180 -0.5425  0.334
O15 -4.9657 -5.8654 -0.7263  -0.339
C16 -5.4059 -5.8210 -2.0215  0.613
O16 -5.8808 -6.7384 -2.5989  -0.499
O17 -5.2188 -4.5851 -2.5587  -0.327
F4 -4.2864 -4.2922 0.7404  -0.291
H18 -5.5995 -3.1891 -1.0840  0.250
H19 -4.0283 -3.0140 -1.8884  -0.414
H20 -3.1145 -4.9704 -0.7390  0.352
C17 1.7060 -3.8861 3.9036  -0.388
C18 2.6905 -5.0052 3.6945  0.291
O18 3.7716 -4.3504 3.0541  -0.292
C19 3.7491 -3.0595 3.4902  0.653
O19 4.6510 -2.2953 3.3698  -0.564
O20 2.5683 -2.7602 4.0824  -0.298
F5 2.1961 -5.9527 2.8636  -0.288
H21 1.0716 -3.7233 3.0306  0.264
H22 1.0741 -4.0386 4.7757  0.271
H23 3.0426 -5.4762 4.6144  0.298

Values from the calculation:
Electronic energy: -3114.54242 hartree
Total charge: 0
HOMO: -0.357 Eh
F_max: 3.3 eV Å⁻¹

---

# 5
DFT (ωB97M-V/def2-TZVPD) results for one molecule with the formula C5H4N2S.

Last column: natural (NBO) charge in e.
Geometry (Å):
N1 -2.1468 1.5167 -0.1282  -0.613
C1 -0.9649 1.1539 0.0301  0.390
C2 0.2913 1.2743 0.2066  -0.253
C3 1.5636 1.2455 -0.0160  -0.257
S1 2.5744 -0.2133 -0.0573  0.363
C4 1.1769 -1.3548 -0.1269  -0.617
C5 -0.1112 -1.1293 -0.0438  0.411
N2 -1.1899 -1.6778 -0.1665  -0.655
H1 -2.8246 0.9269 0.1468  0.359
H2 2.2580 2.0395 -0.3036  0.239
H3 1.3475 -2.3727 0.0732  0.262
H4 -1.9741 -1.4088 0.3857  0.370

Values from the calculation:
SMILES: N=C=C=CSC=C=N
ΔE to the lowest compared entry with this formula, charge and spin: 5.1029 eV
Electronic energy: -700.42835 hartree
Total charge: 0
HOMO: -0.292 Eh
F_max: 4.4 eV Å⁻¹

---

Among the records above, which one has the highest electronic energy? C5H4N2S

---

electronic energy of number 5 (C5H4N2S)? -700.42835 hartree